No. 1
# C27H45BBr16ClI2NO3

A 9-piece molecular cluster, C27H45BBr16ClI2NO3 overall at a distorted geometry (the ωB97M-V functional and the def2-TZVPD basis, the Open Molecules 2025 dataset).

Geometry (Å):
C1 5.613369 -1.549650 3.361060
C2 5.024257 -1.639219 1.922106
I1 6.717691 -1.590551 0.534188
C3 4.256767 -2.964701 1.594326
I2 4.866640 -4.678977 2.780715
C4 2.732095 -2.788002 1.759696
C5 2.136149 -2.726902 2.945821
C6 0.618071 -2.588755 3.081349
O1 0.121979 -2.431893 4.155691
C7 -0.213611 -2.707900 1.809828
B1 -1.818655 -2.831419 1.780799
O2 -2.327609 -4.136430 1.578092
N1 -2.734961 -1.716495 1.895891
C8 -4.114276 -2.281800 2.025079
C9 -2.522259 -0.930385 3.128216
C10 0.407355 -2.750375 0.634422
Cl1 -0.535328 -2.918591 -0.853549
C11 1.921441 -2.679580 0.465631
O3 2.443109 -2.578503 -0.589633
H1 6.625202 -1.994469 3.370980
H2 5.746822 -0.479282 3.624900
H3 4.959635 -2.010850 4.123606
H4 4.421509 -0.744829 1.694899
H5 4.477160 -3.228079 0.548484
H6 2.764683 -2.802131 3.842230
H7 -1.924976 -4.671847 2.282713
H8 -4.189933 -2.964302 2.896747
H9 -4.429785 -2.750491 1.080159
H10 -4.840124 -1.462646 2.231094
H11 -1.460629 -0.614930 3.193364
H12 -2.778673 -1.463047 4.066869
H13 -3.113164 0.009555 3.115060
Br1 7.134387 -0.512720 -3.120966
C12 6.232348 -1.818385 -4.252977
C13 5.259646 -2.657205 -3.465409
Br2 6.183583 -4.017254 -2.419024
H14 7.003796 -2.404893 -4.738095
H15 5.707898 -1.226042 -5.001630
H16 4.604203 -3.212162 -4.134695
H17 4.654965 -2.078249 -2.770293
Br3 -4.088751 2.707339 3.140402
C14 -4.737036 3.157349 1.364748
C15 -4.848799 1.935855 0.494473
Br4 -3.103803 1.354255 -0.149283
H18 -4.064674 3.910804 0.962900
H19 -5.716899 3.600775 1.526274
H20 -5.422830 2.156602 -0.404728
H21 -5.295283 1.088226 1.004373
Br5 -6.131496 6.329282 3.428474
C16 -6.984489 7.426105 2.060428
C17 -7.980356 6.639345 1.246800
Br6 -7.099926 5.495049 -0.061225
H22 -6.188642 7.857956 1.459826
H23 -7.490137 8.217663 2.611469
H24 -8.605053 7.308878 0.657621
H25 -8.613621 5.996948 1.852810
Br7 9.086062 -1.949887 -6.318915
C18 9.996486 -3.323383 -5.280484
C19 10.563788 -2.753001 -4.008722
Br8 12.187931 -1.733261 -4.333046
H26 10.745195 -3.768885 -5.929633
H27 9.231826 -4.065322 -5.051507
H28 10.861797 -3.550790 -3.330301
H29 9.873154 -2.086500 -3.497084
Br9 4.328940 1.974744 1.923487
C20 3.418990 3.027274 0.563280
C21 2.490996 2.169843 -0.256911
Br10 3.480579 1.093256 -1.544054
H30 4.188518 3.513476 -0.030010
H31 2.858076 3.782082 1.112569
H32 1.823628 2.789392 -0.853920
H33 1.901101 1.482795 0.344151
Br11 -8.051714 1.027327 1.793700
C22 -8.697715 1.483692 0.013608
C23 -8.816961 0.261681 -0.857470
Br12 -7.071840 -0.326881 -1.495382
H34 -8.019228 2.232159 -0.388703
H35 -9.676329 1.934447 0.173672
H36 -9.387245 0.486709 -1.757200
H37 -9.270017 -0.584931 -0.349039
Br13 11.184252 2.355598 1.017176
C24 11.497130 1.851985 -0.837690
C25 10.578924 0.739322 -1.268900
Br14 11.164291 -0.978937 -0.565770
H38 12.549026 1.593984 -0.923818
H39 11.298919 2.754110 -1.414592
H40 10.599532 0.624339 -2.352718
H41 9.551572 0.880954 -0.942231
Br15 -12.623677 0.646486 0.306500
C26 -13.285216 1.103684 -1.467730
C27 -13.415291 -0.118182 -2.339207
Br16 -11.677976 -0.709365 -2.986761
H42 -12.607387 1.847995 -1.876639
H43 -14.260413 1.558389 -1.299960
H44 -13.991844 0.109827 -3.234334
H45 -13.866851 -0.964289 -1.828517

Atoms 1-2, force components in eV/Å:
C 0.079 0.770 -0.348
C 0.695 -0.733 0.568

Values from the calculation:
E_HOMO, eV: -8.893
Net charge: 0

***

No. 2
# C27H45Cl2PRhS

C27H45Cl2PRhS as an isolated structure at a distorted geometry (the ωB97M-V functional and the def2-TZVPD basis, the Open Molecules 2025 dataset).

Geometry (Å):
P1 -0.188051 1.046782 -3.185972
C1 -1.805307 0.307084 -3.317746
C2 -2.474701 1.084165 -4.467972
C3 -3.890302 0.584199 -4.739346
C4 -3.952359 -0.932938 -4.921410
C5 -3.304208 -1.689732 -3.745764
C6 -1.868379 -1.233377 -3.473177
C7 1.284151 0.222219 -3.728889
C8 1.296868 0.537244 -5.231773
C9 2.644462 0.128008 -5.814267
C10 2.975248 -1.339385 -5.533101
C11 2.829200 -1.722774 -4.043335
C12 1.493771 -1.278808 -3.431315
C13 -0.092945 2.795621 -2.766720
C14 -1.173542 3.244477 -1.770886
C15 -1.186896 4.771746 -1.680479
C16 0.186927 5.376341 -1.330578
C17 1.343517 4.746275 -2.128273
C18 1.272356 3.218029 -2.197138
H1 -2.250971 0.567460 -2.334617
H2 -1.879248 0.975484 -5.392436
H3 -2.510424 2.162243 -4.241477
H4 -4.274518 1.080949 -5.634224
H5 -4.524448 0.871627 -3.896285
H6 -4.993837 -1.258108 -5.038981
H7 -3.409779 -1.199723 -5.839056
H8 -3.903287 -1.521515 -2.841824
H9 -3.306070 -2.768715 -3.952307
H10 -1.479279 -1.729440 -2.569130
H11 -1.229830 -1.547094 -4.318061
H12 2.094138 0.764296 -3.194898
H13 3.413107 0.760569 -5.359336
H14 1.128688 1.607352 -5.425259
H15 0.493495 -0.016946 -5.744898
H16 2.646969 0.317551 -6.891074
H17 3.996119 -1.564097 -5.868850
H18 2.285893 -1.968086 -6.115014
H19 2.941714 -2.809755 -3.926094
H20 3.641523 -1.244540 -3.474941
H21 1.486394 -1.459375 -2.346132
H22 0.677970 -1.875021 -3.866736
H23 -0.267724 3.290485 -3.750859
H24 -2.166200 2.878737 -2.056055
H25 -0.953624 2.810931 -0.780057
H26 -1.497519 5.173271 -2.657021
H27 -1.939649 5.089945 -0.951769
H28 0.374517 5.216032 -0.254920
H29 0.164960 6.461439 -1.507447
H30 2.307036 5.055868 -1.709095
H31 1.302782 5.140111 -3.153319
H32 2.098054 2.832626 -2.805288
H33 1.383994 2.790496 -1.184999
Rh1 0.193602 -0.794101 1.448216
Cl1 1.862195 0.524768 0.475323
Cl2 -1.518810 0.730099 0.713134
C19 -0.481415 -2.066230 0.261289
H34 -1.492428 -1.901187 -0.147432
C20 0.245320 -3.253089 -0.038408
C21 1.665082 -3.137332 -0.062791
C22 2.449802 -4.293300 -0.055053
C23 1.828384 -5.554704 -0.124407
C24 0.420275 -5.667291 -0.239312
C25 -0.374355 -4.537023 -0.234042
H35 2.112150 -2.143559 -0.034694
H36 3.539056 -4.195020 0.029664
H37 -0.040350 -6.656030 -0.315154
H38 -1.457361 -4.577666 -0.323954
H39 2.434479 -6.449849 -0.091116
C26 -0.752720 -0.804308 3.894171
S1 0.732135 0.177771 3.575025
C27 2.077996 -1.001606 3.314130
H40 -1.532745 -0.390380 3.253662
H41 -1.025204 -0.688619 4.941870
H42 -0.579259 -1.866212 3.661587
H43 2.944611 -0.409433 2.998234
H44 2.307593 -1.499027 4.266940
H45 1.833713 -1.741207 2.527618

Atoms 1-2, force components in eV/Å:
P 0.159 -0.854 2.296
C -0.489 0.063 0.304

Values from the calculation:
<S²>: 6.03
2S+1: 5
E_HOMO (alpha / beta), eV: -0.682 / -2.839
Net charge: -1

***

no.,electronic energy (a.u.)
1,-43600.9896
2,-2826.1494